Entry 1:
Density functional theory data (ωB97M-V/def2-TZVPD) for 2 unconnected molecules or ions with the total composition C5H10O.

Structure (XYZ):
```
16
Properties=species:S:1:pos:R:3:mulliken_charge:R:1
C -0.57777 1.99785 0.47991 -1.112
C 0.36220 0.97533 -0.06942 0.140
C 1.40799 0.45320 0.57823 -0.369
C 2.25341 -0.57704 -0.06107 -0.067
O 2.00134 -1.10602 -1.12516 -0.501
H -0.55484 2.91115 -0.12623 0.308
H -1.60698 1.62066 0.44459 0.266
H -0.33718 2.25910 1.51450 0.327
H 0.17671 0.61782 -1.08249 0.385
H 1.67141 0.76855 1.58676 0.292
H 3.16815 -0.86203 0.49913 0.328
C -1.59113 -1.81161 -0.52621 -0.875
H -2.03578 -1.06985 -1.19643 0.214
H -1.83140 -1.55794 0.50976 0.229
H -1.99901 -2.79727 -0.76248 0.321
H -0.50712 -1.82192 -0.66340 0.114
```

Results
Energy above the lowest of the compared OMol25 structures with the same formula, charge and spin, kJ/mol: 103.47
Highest occupied orbital energy, eV: -9.9
Molar mass, g/mol: 86.1
SMILES string: C/C=C/C=O.C
Maximum force, Eh/bohr: 0.0101
Multiplicity: 1
E_LUMO, eV: 0.306
Total energy, Ha: -271.7132

---

Entry 2:
Density functional theory data (ωB97M-V/def2-TZVPD) for C7H9N in the gas phase.

Structure (XYZ):
```
17
Properties=species:S:1:pos:R:3:mulliken_charge:R:1
C -2.87751 0.54035 -0.68788 -1.289
C -1.43594 0.41179 -0.33193 0.646
C -0.91776 -0.94110 -0.52980 -0.401
N 0.50539 -0.94523 0.28380 -0.387
C 1.31010 0.04009 -0.25783 0.376
C -0.88466 -0.10154 0.85158 -0.330
C 2.77774 -0.10371 0.06702 -0.447
C 1.95520 1.10651 0.59470 -0.784
H -3.21281 1.52210 -0.20364 0.319
H -3.65078 -0.14641 -0.24882 0.317
H -3.10809 0.59114 -1.75388 0.359
H -1.46440 -1.84637 -0.44667 0.249
H 0.89833 0.38274 -1.28551 0.206
H -0.85463 0.28364 1.87296 0.468
H 3.36638 -0.15843 -0.78529 0.316
H 2.86491 -0.87717 0.96481 0.199
H 2.06031 1.15103 1.66432 0.183
```

Results
Energy above the lowest of the compared OMol25 structures with the same formula, charge and spin, kJ/mol: 1194.99
Highest occupied orbital energy, eV: -6.0
Molar mass, g/mol: 107.2
Maximum force, Eh/bohr: 0.1051
Multiplicity: 1
E_LUMO, eV: -1.443
Total energy, Ha: -326.4358

---

Entry 3:
Density functional theory data (ωB97M-V/def2-TZVPD) for a gas-phase ion, C3H8N (charge +1).

Structure (XYZ):
```
12
Properties=species:S:1:pos:R:3:mulliken_charge:R:1
C -1.54746 0.16771 -0.15000 -0.275
N -0.44204 -0.81239 0.33283 -0.196
C 0.95322 -0.43860 -0.03100 -0.285
C 1.00570 1.10679 -0.10885 -0.657
H -2.06617 0.44151 0.76000 0.364
H -2.14289 -0.48046 -0.75098 0.305
H -0.66713 -1.76946 0.15122 0.292
H 1.62012 -0.92676 0.67787 0.343
H 1.16633 -0.96112 -0.91873 0.295
H 1.17906 1.37907 -1.18011 0.299
H 1.66194 1.65328 0.58551 0.311
H -0.12572 1.33530 0.08448 0.204
```

Results
Energy above the lowest of the compared OMol25 structures with the same formula, charge and spin, kJ/mol: 479.14
Highest occupied orbital energy, eV: -15.8
Molar mass, g/mol: 58.1
Total charge: +1
SMILES string: C=[NH+]CC
Maximum force, Eh/bohr: 0.1588
Multiplicity: 1
E_LUMO, eV: -8.502
Total energy, Ha: -173.4002

---

Entry 4:
Density functional theory data (ωB97M-V/def2-TZVPD) for 13 unconnected molecules or ions with the total composition C21H58N2O23.

Structure (XYZ):
```
104
Properties=species:S:1:pos:R:3:mulliken_charge:R:1
C 7.24362 -4.23413 -1.05565 -0.455
O 7.94728 -5.38248 -1.35067 -0.507
H 6.71633 -3.88398 -1.94304 0.187
H 6.54679 -4.37438 -0.22931 0.234
H 7.93757 -3.46025 -0.72754 0.234
H 8.11741 -5.89045 -0.55403 0.305
C -2.30868 5.92509 -2.41473 -0.547
O -3.55891 6.55957 -2.16134 -0.489
H -2.05689 5.51139 -1.43823 0.217
H -2.31345 5.03229 -3.04001 0.250
H -1.51434 6.64941 -2.59495 0.253
H -3.96942 5.99092 -1.50582 0.314
C 4.28567 -0.86927 4.01220 -0.453
O 4.96687 -0.15800 5.04707 -0.499
H 3.49040 -0.28814 3.54536 0.184
H 5.04312 -1.16255 3.28532 0.234
H 3.89727 -1.79544 4.43582 0.233
H 5.10125 0.71634 4.67415 0.300
C -7.76225 5.59504 1.38055 -0.475
O -6.46247 4.98858 1.36184 -0.496
H -8.06088 5.88501 0.37316 0.217
H -8.46741 4.87756 1.80018 0.215
H -7.74849 6.46888 2.03195 0.244
H -6.30840 4.36094 2.07171 0.296
C 8.19440 3.00609 1.82202 -0.499
O 7.16042 3.29745 2.77034 -0.487
H 8.34552 3.85509 1.15535 0.246
H 9.12060 2.71467 2.31734 0.247
H 7.82760 2.22277 1.15872 0.205
H 7.44237 4.09465 3.22484 0.290
C -6.25934 0.29489 4.86209 -0.460
O -5.49853 1.47378 4.75643 -0.494
H -7.04695 0.33327 4.10956 0.161
H -5.71546 -0.64723 4.79343 0.248
H -6.75551 0.27914 5.83249 0.255
H -4.71449 1.44256 5.30951 0.291
C 4.59485 6.91976 -0.32585 -0.466
O 3.25647 6.73991 -0.12369 -0.494
H 4.82385 7.84674 -0.85155 0.225
H 5.19163 6.95745 0.58549 0.209
H 4.83934 6.01854 -0.88811 0.206
H 3.14982 5.80093 0.04525 0.322
C 4.64573 5.71846 -7.00296 -0.619
N 5.24473 5.51449 -8.34844 0.822
O 5.96390 4.56096 -8.57991 -0.516
O 4.93167 6.26840 -9.24638 -0.505
H 3.74574 5.10361 -7.00976 0.264
H 4.36414 6.76688 -6.90479 0.285
H 5.34036 5.42024 -6.21769 0.268
C -9.49679 -0.13643 0.04208 -0.673
N -8.76759 -1.40950 0.27067 0.770
O -7.70835 -1.69138 -0.38165 -0.486
O -9.20805 -2.14813 1.18627 -0.473
H -10.56343 -0.29909 0.19680 0.300
H -9.40985 0.05385 -1.02765 0.291
H -9.07472 0.70924 0.58503 0.270
C -0.96899 0.08178 0.62530 -0.651
O -0.04817 -0.26550 -0.36730 -0.305
C 0.92771 0.52725 -0.74960 0.819
O 1.13489 1.69256 -0.30643 -0.610
O 1.75576 -0.17523 -1.61634 -0.279
C 2.84439 0.49513 -2.20164 -0.654
H -0.50084 0.70503 1.38719 0.341
H -1.16809 -0.84882 1.15675 0.240
H -1.84877 0.48608 0.12466 0.267
H 3.30468 1.20179 -1.51109 0.320
H 2.49955 1.02791 -3.08783 0.271
H 3.62516 -0.24686 -2.36882 0.237
C 1.26357 -6.49786 -7.13924 -0.595
O 1.55572 -5.13445 -7.12065 -0.261
C 2.67265 -4.58402 -7.82618 0.683
O 3.64058 -5.18079 -8.29372 -0.530
O 2.64242 -3.19834 -7.78493 -0.281
C 3.76778 -2.47382 -8.22756 -0.601
H 1.96003 -7.09986 -6.55559 0.279
H 1.26015 -6.86510 -8.16550 0.292
H 0.28275 -6.62166 -6.68014 0.222
H 4.60782 -2.73649 -7.58458 0.301
H 3.42971 -1.45203 -8.05506 0.207
H 4.09321 -2.61683 -9.25797 0.284
C -6.35588 -11.34540 -0.23669 -0.659
O -6.49514 -9.99690 0.19261 -0.292
C -5.39939 -9.22852 0.30246 0.771
O -4.23124 -9.59673 0.09116 -0.570
O -5.81263 -7.99957 0.73525 -0.285
C -4.83889 -7.01862 1.17144 -0.643
H -5.76713 -12.01581 0.38942 0.284
H -5.95765 -11.32770 -1.25119 0.306
H -7.35641 -11.73839 -0.41721 0.254
H -4.58524 -6.25533 0.43582 0.273
H -3.94052 -7.47157 1.59083 0.313
H -5.33879 -6.44566 1.95241 0.248
C 0.62884 3.69887 5.91261 -0.583
O 0.93003 3.19246 7.21284 -0.306
C 0.39422 2.07558 7.70782 0.796
O -0.56060 1.54268 7.16120 -0.583
O 0.90395 1.78119 8.93787 -0.298
C 0.28579 0.84419 9.80767 -0.682
H -0.41925 3.70845 5.61340 0.296
H 1.06569 2.97635 5.22324 0.271
H 1.02484 4.71021 5.82049 0.221
H 0.36189 1.02949 10.87911 0.269
H 0.76679 -0.12300 9.66181 0.286
H -0.76306 0.63984 9.59266 0.314
```

Results
Energy above the lowest of the compared OMol25 structures with the same formula, charge and spin, kJ/mol: 278.45
Highest occupied orbital energy, eV: -10.2
Molar mass, g/mol: 706.7
Maximum force, Eh/bohr: 0.0836
Multiplicity: 1
E_LUMO, eV: -0.437
Total energy, Ha: -2674.5223

---

Entry 5:
Density functional theory data (ωB97M-V/def2-TZVPD) for a molecular structure, C35H46CrN6O3P2.

Structure (XYZ):
```
93
Properties=species:S:1:pos:R:3:mulliken_charge:R:1
Cr 0.45213 -2.18895 2.34596 0.296
C -1.25678 2.48611 1.72518 -0.898
C -1.38420 1.24528 1.24233 -0.903
C -0.81964 0.72548 -0.04262 0.116
C 0.56522 0.07070 0.05006 3.864
C 1.65778 1.03642 -0.32440 0.656
C 1.83738 2.18778 0.33628 -0.631
C 0.85971 3.30980 0.35231 -0.603
C -0.01054 3.31715 1.65798 -0.546
C 0.68152 -4.15117 3.12024 -1.158
H -2.14461 2.95350 2.19725 0.410
H -1.87813 0.44983 1.81764 0.446
H -0.80378 1.49911 -0.82175 0.172
H -1.54568 -0.04527 -0.39555 0.356
H 0.67835 -0.38242 1.08569 -2.745
H 0.62627 -0.79348 -0.63922 0.042
H 2.43108 0.65108 -1.02180 -0.753
H 2.77032 2.36443 0.88342 0.330
H 0.21491 3.30448 -0.54741 0.159
H 1.44317 4.25063 0.35923 0.426
H 0.65147 3.03068 2.49823 0.143
H -0.34228 4.34380 1.85766 0.454
H 0.01824 -4.52722 3.92691 0.318
H 1.70991 -4.24313 3.51106 0.317
H 0.58369 -4.84974 2.27108 0.332
P 1.92201 -1.13768 -2.62227 -0.322
P -2.15657 -0.25322 -2.59741 -0.071
N 3.23091 -0.06267 -3.21626 0.545
N 2.42502 -2.40518 -3.81737 0.529
N -2.16322 1.34540 -3.40521 0.597
N -3.52975 -0.90676 -3.51825 0.362
C 0.58885 -0.35289 -3.63046 -0.936
C -0.77151 -1.08342 -3.49809 -1.042
C 4.42877 0.06554 -2.50213 -0.595
C 5.35977 0.72726 -3.29772 -0.798
C 4.72755 1.02288 -4.54230 -0.756
C 3.42334 0.54266 -4.46232 -0.406
C 2.51299 -3.74361 -3.43034 -0.360
C 2.89539 -4.51564 -4.52065 -0.714
C 3.06777 -3.62761 -5.62791 -0.610
C 2.75816 -2.34790 -5.17483 -0.316
C -2.92307 2.40945 -2.89422 -0.616
C -2.71225 3.54011 -3.67261 -0.749
C -1.74401 3.19823 -4.67564 -0.791
C -1.47631 1.84029 -4.52234 -0.409
C -4.07370 -0.47992 -4.73989 -0.325
C -4.83359 -1.50227 -5.29226 -0.582
C -4.77218 -2.61270 -4.38546 -0.607
C -3.98212 -2.22272 -3.31252 -0.355
H 0.86765 -0.35338 -4.70005 0.428
H 0.49698 0.70149 -3.31042 0.910
H -1.15062 -1.28842 -4.51872 0.455
H -0.64849 -2.05309 -2.95733 0.487
H 4.50200 -0.31505 -1.49914 0.479
H 6.37353 0.96695 -3.02161 0.436
H 5.17761 1.49546 -5.40688 0.436
H 2.62933 0.56740 -5.19405 0.522
H 2.30853 -4.00900 -2.40924 0.403
H 3.03744 -5.58546 -4.53264 0.428
H 3.38993 -3.88980 -6.62805 0.433
H 2.79348 -1.41110 -5.70427 0.279
H -3.59160 2.23813 -2.06123 0.453
H -3.22176 4.48459 -3.58161 0.486
H -1.30023 3.86691 -5.40890 0.462
H -0.86706 1.17172 -5.10182 0.493
H -3.92014 0.53167 -5.06938 0.301
H -5.37563 -1.46668 -6.22295 0.434
H -5.25010 -3.57076 -4.51367 0.428
H -3.72390 -2.73815 -2.40881 0.387
C -0.84934 -0.36432 8.60221 -1.374
C -0.59301 -0.85856 7.18913 -1.081
C -0.35807 0.21328 6.08045 2.539
C -1.30715 1.43145 6.22682 -1.174
C -2.78504 1.10670 6.30152 -1.262
C 1.06122 0.78738 6.19089 -0.316
O 1.55721 1.18999 7.23636 -0.636
N 1.75444 0.93860 4.99505 0.074
C 1.64110 0.06011 3.91100 0.139
O 2.43363 0.08180 2.96656 -0.668
N 0.58998 -0.82406 3.95127 -0.078
C -0.50111 -0.52174 4.71460 -0.068
O -1.62058 -0.90611 4.30661 -0.684
H 0.04251 0.13574 8.99555 0.295
H -1.06281 -1.23475 9.22765 0.429
H -1.70341 0.31620 8.66762 0.306
H 0.30741 -1.49178 7.19367 0.480
H -1.42187 -1.50099 6.85501 0.462
H -0.99772 1.96277 7.13984 0.506
H -1.10924 2.12722 5.39547 0.375
H -3.00967 0.51424 7.19328 0.281
H -3.34921 2.04310 6.35468 0.421
H -3.08536 0.54112 5.41071 0.274
H 2.64130 1.42665 5.05751 0.347
```

Results
Energy above the lowest of the compared OMol25 structures with the same formula, charge and spin, kJ/mol: 387.00
Highest occupied orbital energy (spin up / spin down), eV: -7.9 / -7.9
Molar mass, g/mol: 712.7
Maximum force, Eh/bohr: 0.0849
Multiplicity: 5
E_LUMO (spin up / spin down), eV: -0.921 / -1.005
Total energy, Ha: -3642.5154